No. 1
ORCA calculation (ωB97M-V with the def2-TZVPD basis set) on 7 unconnected molecules or ions with the total composition H13O6S in a non-equilibrium geometry.

Geometry as XYZ:
```
20
H13O6S ωB97M-V with the def2-TZVPD basis set
S -1.658 0.461 -2.634
H -2.018 -0.752 -3.072
H -1.696 -0.345 -0.260
H -1.925 0.854 0.493
O -1.907 -0.094 0.679
H -1.090 -2.372 0.723
H 0.196 -1.843 0.435
O -0.164 -2.461 1.099
H -0.086 0.160 2.474
H -0.576 1.519 2.405
O 0.180 1.086 2.752
H 2.983 0.882 0.332
H 2.368 0.642 1.505
O 3.267 0.426 1.086
H -0.219 -0.925 -1.768
H 1.246 -0.748 -2.056
O 0.670 -1.186 -1.425
H -0.551 1.790 -1.217
H 0.584 0.979 -0.689
O 0.395 1.927 -0.862
```

Net charge   -1
HOMO   -4.546 eV
Energy   -23333.117 eV
Relative energy (zero: lowest compared OMol25 entry of this formula, charge and spin)   128.6 kJ/mol

=====

No. 2
ORCA calculation (ωB97M-V with the def2-TZVPD basis set) on a molecular structure, H14Li5O11S in a non-equilibrium geometry.

Geometry as XYZ:
```
31
H14Li5O11S ωB97M-V with the def2-TZVPD basis set
Li 4.607 -11.451 7.492
Li 3.258 -14.310 11.766
Li 3.650 -15.493 6.250
Li 1.877 -12.483 6.698
Li 1.214 -12.544 9.511
S 4.038 -13.710 8.771
O 3.828 -14.982 8.126
O 5.195 -13.174 8.083
O 2.815 -12.910 8.468
O 4.191 -13.757 10.210
O 6.647 -11.969 10.767
H 6.249 -12.599 10.166
H 7.574 -12.205 10.783
O 7.582 -13.836 7.301
H 6.709 -13.546 7.567
H 8.109 -13.037 7.298
O 1.073 -15.812 8.744
H 0.495 -15.854 7.982
H 1.876 -15.409 8.414
O 6.626 -14.889 10.832
H 6.430 -15.414 11.608
H 5.777 -14.543 10.556
O 4.388 -13.756 13.214
H 4.568 -13.649 14.148
H 4.964 -13.125 12.784
O 4.987 -17.272 8.890
H 4.748 -16.427 8.507
H 5.156 -17.078 9.812
O 6.470 -10.748 7.755
H 6.699 -10.389 8.612
H 7.310 -10.984 7.362
```

Net charge   +3
HOMO   -18.680 eV
Energy   -34588.301 eV

=====

No. 3
ORCA calculation (ωB97M-V with the def2-TZVPD basis set) on 8 unconnected molecules or ions with the total composition H14NO10 in a non-equilibrium geometry.

Geometry as XYZ:
```
25
H14NO10 ωB97M-V with the def2-TZVPD basis set
N 0.798 -0.468 -0.714
O -0.162 -0.311 -1.544
O 0.571 -1.381 0.176
O 1.200 0.616 -0.208
O -2.239 -1.463 -3.199
H -2.181 -0.915 -4.043
H -1.586 -1.010 -2.679
O 1.761 -1.156 2.653
H 2.287 -0.362 2.795
H 1.756 -1.360 1.707
O 1.903 3.224 0.051
H 2.103 3.192 0.997
H 1.897 2.308 -0.221
O -0.157 1.820 -3.239
H -1.085 1.854 -3.053
H 0.150 1.117 -2.606
O 0.062 1.477 2.034
H 0.550 1.028 1.335
H 0.604 2.270 2.129
O -2.162 -1.961 0.262
H -2.381 -2.873 0.012
H -1.262 -1.707 -0.047
O -0.966 -1.215 2.796
H -0.114 -0.923 2.487
H -1.344 -1.802 2.118
```

Net charge   -1
HOMO   -6.636 eV
Energy   -22190.126 eV
Relative energy (zero: lowest compared OMol25 entry of this formula, charge and spin)   223.9 kJ/mol

=====

No. 4
ORCA calculation (ωB97M-V with the def2-TZVPD basis set) on 6 unconnected molecules or ions with the total composition H14NO5 in a non-equilibrium geometry.

Geometry as XYZ:
```
20
H14NO5 ωB97M-V with the def2-TZVPD basis set
N -0.107 -0.485 -0.557
H -0.218 -0.894 0.427
H -0.942 -0.225 -1.083
H 0.386 -1.188 -1.126
H 0.393 0.385 -0.466
H 1.560 3.456 1.826
H 0.640 3.526 3.180
O 0.659 3.339 2.184
H -1.255 -1.844 2.765
H 0.244 -1.861 2.221
O -0.686 -1.919 1.954
H -3.370 -0.109 -1.948
H -2.600 -1.447 -2.019
O -2.504 -0.486 -2.146
H 0.888 2.578 -0.904
H 0.307 2.871 0.570
O 0.338 2.162 -0.188
H 2.605 -2.049 -1.672
H 1.925 -3.381 -1.578
O 1.737 -2.428 -1.441
```

Net charge   +1
HOMO   -14.961 eV
Energy   -11949.432 eV
Relative energy (zero: lowest compared OMol25 entry of this formula, charge and spin)   95.6 kJ/mol

=====

No. 5
ORCA calculation (ωB97M-V with the def2-TZVPD basis set) on 6 unconnected molecules or ions with the total composition H14NO5 in a non-equilibrium geometry.

Geometry as XYZ:
```
20
H14NO5 ωB97M-V with the def2-TZVPD basis set
N 0.915 -0.018 -0.100
H 0.059 0.009 -0.697
H 1.848 0.125 -0.512
H 0.850 -0.986 0.424
H 0.929 0.748 0.548
H -1.670 2.468 0.735
H -0.376 3.222 0.294
O -0.822 2.348 0.319
H -1.021 0.081 -2.616
H -1.880 -1.218 -2.602
O -1.298 -0.599 -2.069
H 4.226 1.171 -0.133
H 3.980 0.857 -1.674
O 3.537 1.012 -0.808
H -2.323 -0.781 2.956
H -2.767 0.010 1.711
O -2.011 -0.483 2.079
H -0.862 -3.185 0.138
H -0.984 -2.160 1.286
O -0.331 -2.619 0.721
```

Net charge   +1
HOMO   -14.894 eV
Energy   -11949.458 eV
Relative energy (zero: lowest compared OMol25 entry of this formula, charge and spin)   93.0 kJ/mol

=====

No. 6
ORCA calculation (ωB97M-V with the def2-TZVPD basis set) on a molecular structure, H14NaO7.

Geometry as XYZ:
```
22
H14NaO7 ωB97M-V with the def2-TZVPD basis set
Na 18.240 11.519 12.637
O 20.264 7.249 11.637
H 21.021 7.171 11.056
H 20.369 6.535 12.266
O 18.982 11.140 8.422
H 19.862 11.491 8.283
H 18.977 10.311 7.944
O 15.587 14.439 13.898
H 16.018 15.293 13.923
H 14.652 14.641 13.932
O 22.370 11.464 12.628
H 22.638 10.794 13.257
H 22.968 12.195 12.786
O 19.464 10.569 16.580
H 18.762 10.240 17.141
H 20.208 9.996 16.765
O 19.840 15.420 12.940
H 20.690 15.782 13.192
H 19.660 15.805 12.082
O 14.100 9.861 11.297
H 13.575 9.794 10.500
H 13.461 10.012 11.993
```

Net charge   +1
HOMO   -14.060 eV
Energy   -18970.863 eV
Relative energy (zero: lowest compared OMol25 entry of this formula, charge and spin)   255.6 kJ/mol

=====

No. 7
ORCA calculation (ωB97M-V with the def2-TZVPD basis set) on a molecular structure, H14NaO7 in a non-equilibrium geometry.

Geometry as XYZ:
```
22
H14NaO7 ωB97M-V with the def2-TZVPD basis set
Na -0.315 0.556 -0.146
O 0.218 -2.947 1.166
H -0.103 -3.245 0.347
H 0.404 -1.997 0.955
O -1.396 -0.598 1.356
H -1.880 -1.401 1.036
H -1.713 -0.383 2.247
O 1.018 0.393 -2.189
H 0.397 0.973 -2.667
H 1.679 1.051 -1.934
O 1.591 -0.561 1.029
H 2.323 -0.787 1.592
H 2.169 -0.594 0.258
O 0.197 1.983 1.835
H 0.507 2.847 2.018
H 0.940 1.412 1.977
O -1.066 -1.670 -1.286
H -0.272 -1.626 -1.797
H -1.742 -2.007 -1.875
O -0.815 2.544 -1.190
H -0.649 3.418 -0.857
H -1.486 2.646 -1.881
```

Net charge   +1
HOMO   -13.603 eV
Energy   -18972.688 eV
Relative energy (zero: lowest compared OMol25 entry of this formula, charge and spin)   79.5 kJ/mol

=====

No. 8
ORCA calculation (ωB97M-V with the def2-TZVPD basis set) on a molecular structure, H14NaO7 in a non-equilibrium geometry.

Geometry as XYZ:
```
22
H14NaO7 ωB97M-V with the def2-TZVPD basis set
Na -2.885 10.939 -17.324
O -3.821 8.995 -16.113
H -4.552 9.434 -15.678
H -4.070 8.071 -16.127
O -5.244 10.646 -18.559
H -6.127 10.955 -18.356
H -5.379 9.816 -19.015
O -4.408 12.878 -16.630
H -4.096 13.473 -15.948
H -5.357 12.999 -16.638
O -0.479 9.275 -17.496
H 0.013 8.537 -17.136
H -0.349 9.981 -16.863
O -1.922 11.417 -19.867
H -1.337 10.925 -20.443
H -1.797 12.332 -20.121
O -1.072 12.607 -16.533
H -0.782 12.322 -15.666
H -0.267 12.865 -16.982
O -1.432 10.183 -15.090
H -2.323 9.860 -14.951
H -0.869 9.465 -14.802
```

⟨S²⟩   0.76
Net charge   +2
HOMO (spin up / spin down)   -18.177 / -18.154 eV
2S+1   2
Energy   -18958.293 eV
Relative energy (zero: lowest compared OMol25 entry of this formula, charge and spin)   33.3 kJ/mol

=====

No. 9
ORCA calculation (ωB97M-V with the def2-TZVPD basis set) on 7 unconnected molecules or ions with the total composition H14O6S in a non-equilibrium geometry.

Geometry as XYZ:
```
21
H14O6S ωB97M-V with the def2-TZVPD basis set
S -4.515 -3.722 0.843
H -3.837 -3.365 1.960
H -3.605 -4.650 0.615
H 1.100 1.398 2.719
H -0.133 1.867 1.923
O 0.182 1.217 2.558
H -2.817 -2.159 -2.708
H -3.559 -2.891 -1.565
O -2.919 -2.205 -1.763
H 4.754 1.345 1.107
H 4.676 1.984 -0.289
O 5.084 2.075 0.591
H 1.098 -0.488 -2.797
H 1.232 0.426 -1.580
O 0.959 -0.496 -1.828
H -1.289 0.112 0.708
H -0.709 -0.031 -0.731
O -0.946 0.599 -0.059
H 1.001 3.002 -0.070
H 2.377 3.386 0.292
O 1.865 2.597 0.076
```

⟨S²⟩   0.75
Net charge   -1
HOMO (spin up / spin down)   0.746 / -7.286 eV
2S+1   2
Energy   -23346.393 eV
Relative energy (zero: lowest compared OMol25 entry of this formula, charge and spin)   84.1 kJ/mol

=====

No. 10
ORCA calculation (ωB97M-V with the def2-TZVPD basis set) on 7 unconnected molecules or ions with the total composition H14O7.

Geometry as XYZ:
```
21
H14O7 ωB97M-V with the def2-TZVPD basis set
O 0.030 0.047 0.048
H -0.639 0.444 0.607
H 0.160 -0.827 0.415
O -4.616 1.266 2.080
H -5.219 0.891 2.723
H -4.996 1.036 1.232
O -2.360 5.646 2.142
H -3.112 6.237 2.102
H -2.739 4.788 2.331
O -0.210 -6.084 -2.478
H 0.064 -5.608 -1.694
H -0.433 -6.959 -2.162
O 1.044 -4.367 1.670
H 1.768 -4.992 1.635
H 0.523 -4.646 2.423
O 1.185 2.370 -4.062
H 2.092 2.591 -3.850
H 0.928 1.740 -3.389
O 5.373 2.486 -0.465
H 6.280 2.256 -0.667
H 4.878 1.686 -0.641
```

HOMO   -11.209 eV
SMILES string   O.O.O.O.O.O.O
Energy   -14559.200 eV
Relative energy (zero: lowest compared OMol25 entry of this formula, charge and spin)   218.2 kJ/mol

=====

No. 11
ORCA calculation (ωB97M-V with the def2-TZVPD basis set) on 7 unconnected molecules or ions with the total composition H14O7 in a non-equilibrium geometry.

Geometry as XYZ:
```
21
H14O7 ωB97M-V with the def2-TZVPD basis set
O -1.136 -0.553 -2.575
H -0.755 -0.651 -1.715
H -1.853 -1.168 -2.461
O -0.069 -0.112 0.161
H 0.476 0.662 0.186
H 0.066 -0.374 1.065
O -0.735 3.373 -0.631
H 0.117 3.155 -0.858
H -1.351 2.846 -1.379
O -1.257 0.924 2.765
H -1.312 1.539 2.033
H -1.902 0.233 2.471
O 1.029 -2.997 -1.614
H 0.934 -2.043 -1.349
H 1.859 -3.050 -2.091
O 2.034 1.717 0.456
H 2.516 2.057 -0.269
H 1.912 2.471 1.037
O -0.016 -2.559 1.914
H -0.388 -3.274 1.896
H -0.173 -2.195 0.957
```

HOMO   -11.220 eV
SMILES string   O.O.O.O.O.O.O
Energy   -14558.164 eV
Relative energy (zero: lowest compared OMol25 entry of this formula, charge and spin)   318.2 kJ/mol

=====

Q: What is the formula in the eighth record?
A: H14NaO7